(1)
{"formula": "C5H10O2", "method": "ωB97M-V/def2-TZVPD", "elements": ["O", "C", "C", "C", "C", "O", "C", "H", "H", "H", "H", "H", "H", "H", "H", "H", "H"], "coordinates": [[-2.294, 1.025, -0.471], [-1.267, 0.213, -1.021], [0.022, 0.559, -0.298], [0.023, 0.197, 1.212], [1.328, -0.548, 1.343], [2.084, -0.421, 0.224], [1.231, -0.220, -0.806], [-3.130, 0.759, -0.880], [-1.480, -0.860, -0.887], [-1.136, 0.395, -2.103], [0.179, 1.640, -0.420], [-0.046, 1.076, 1.857], [-0.817, -0.459, 1.472], [0.802, -1.871, 0.799], [1.975, -0.450, 2.223], [0.600, -1.718, -0.588], [1.792, 0.104, -1.697]], "nbo_charge": [-0.7231, -0.0483, -0.3028, -0.4598, 0.0056, -0.4695, 0.0505, 0.4714, 0.1725, 0.1621, 0.2188, 0.2190, 0.2274, 0.0558, 0.2148, -0.0081, 0.2136], "multiplicity": 1, "e_tot_ha": -346.835336, "e_above_lowest_kj_mol": 499.10, "total_charge": 0, "e_lumo_ev": 0.891}

(2)
{"formula": "C5H10O2", "method": "ωB97M-V/def2-TZVPD", "elements": ["C", "O", "C", "O", "C", "C", "C", "H", "H", "H", "H", "H", "H", "H", "H", "H", "H"], "coordinates": [[-0.393, 1.892, 0.028], [-0.506, 0.825, -0.987], [-0.333, -0.440, -0.467], [1.041, -0.970, -0.592], [2.123, -0.250, -0.044], [-1.390, -1.433, -0.570], [-0.977, -0.797, 0.783], [0.686, 1.947, 0.527], [-1.281, 1.755, 0.651], [-0.626, 2.798, -0.629], [2.006, -0.260, 1.062], [3.028, -0.922, -0.265], [2.227, 0.819, -0.442], [-0.998, -2.379, -0.713], [-2.314, -1.105, -1.111], [-0.560, -1.408, 1.662], [-1.731, -0.073, 1.107]], "nbo_charge": [-0.2748, -0.5265, 0.4941, -0.5556, -0.2561, -0.4285, -0.4814, 0.1949, 0.1852, 0.2035, 0.1621, 0.2016, 0.1721, 0.2289, 0.2308, 0.2403, 0.2093], "multiplicity": 1, "e_tot_ha": -346.883559, "e_above_lowest_kj_mol": 372.49, "total_charge": 0, "e_lumo_ev": 0.950}

(3)
{"formula": "C5H10O2", "method": "ωB97M-V/def2-TZVPD", "elements": ["C", "O", "C", "C", "C", "C", "O", "H", "H", "H", "H", "H", "H", "H", "H", "H", "H"], "coordinates": [[-1.690, -1.074, -1.711], [-0.472, -0.965, -1.010], [-0.347, 0.253, -0.322], [1.065, 0.364, 0.316], [1.171, 1.575, 1.213], [0.530, -1.166, 1.653], [1.611, -0.867, 0.969], [-2.557, -1.003, -1.036], [-1.697, -2.054, -2.196], [-1.786, -0.294, -2.483], [-1.163, 0.369, 0.412], [-0.415, 1.101, -1.032], [1.758, 0.373, -0.514], [2.101, 1.512, 1.781], [1.201, 2.468, 0.583], [0.336, 1.651, 1.917], [0.354, -2.244, 1.462]], "nbo_charge": [-0.2467, -0.5407, -0.0920, 0.0729, -0.6468, 0.1050, -0.4999, 0.1693, 0.1981, 0.1655, 0.1883, 0.1713, 0.2019, 0.2310, 0.2178, 0.2321, 0.0729], "multiplicity": 1, "e_tot_ha": -346.816789, "e_above_lowest_kj_mol": 547.79, "total_charge": 0, "e_lumo_ev": 0.748}

(4)
{"formula": "C5H10O2", "method": "ωB97M-V/def2-TZVPD", "elements": ["C", "C", "C", "C", "C", "O", "O", "H", "H", "H", "H", "H", "H", "H", "H", "H", "H"], "coordinates": [[1.323, 1.297, 0.858], [0.845, 0.346, 0.079], [1.597, -0.941, -0.027], [-1.040, -0.592, -1.172], [-0.445, 0.523, -0.492], [-0.899, 1.844, -0.460], [-1.769, -0.830, 1.371], [0.532, 2.081, 1.177], [2.351, 1.347, 1.273], [2.724, -0.618, 0.114], [1.511, -1.331, -1.054], [1.326, -1.632, 0.856], [-0.403, -0.996, -2.046], [-1.249, -1.261, -0.289], [-1.990, -0.357, -1.724], [-1.886, 1.855, -0.441], [-2.528, -0.736, 1.978]], "nbo_charge": [-0.1857, -0.1962, -0.6348, -0.7935, 0.6929, -0.6533, -1.2080, 0.2286, 0.2110, 0.2176, 0.2188, 0.2684, 0.2535, 0.3923, 0.2374, 0.5153, 0.4358], "multiplicity": 1, "e_tot_ha": -346.819435, "e_above_lowest_kj_mol": 540.84, "total_charge": 0, "e_lumo_ev": [-1.263, -1.262]}

(5)
{"formula": "C5H10O2", "method": "ωB97M-V/def2-TZVPD", "elements": ["C", "C", "O", "C", "C", "C", "O", "H", "H", "H", "H", "H", "H", "H", "H", "H", "H"], "coordinates": [[1.461, -1.000, 1.366], [0.424, -1.042, 0.258], [-0.820, -1.353, 0.857], [0.390, 0.292, -0.482], [-0.853, 0.570, -1.347], [-1.083, 1.734, -0.375], [0.091, 1.405, 0.377], [1.427, -1.913, 1.967], [2.465, -0.896, 0.940], [1.258, -0.142, 2.012], [0.697, -1.815, -0.484], [-1.503, -1.293, 0.178], [1.356, 0.440, -0.987], [-0.676, 0.821, -2.393], [-1.622, -0.208, -1.309], [-1.991, 1.661, 0.236], [-1.022, 2.738, -0.813]], "nbo_charge": [-0.6248, 0.0779, -0.7117, 0.0896, -0.4540, -0.0520, -0.5299, 0.2209, 0.2076, 0.2289, 0.1552, 0.4611, 0.1780, 0.2194, 0.1847, 0.1759, 0.1731], "multiplicity": 1, "e_tot_ha": -346.947425, "e_above_lowest_kj_mol": 204.81, "total_charge": 0, "e_lumo_ev": 0.908}

(6)
{"formula": "C5H10O2", "method": "ωB97M-V/def2-TZVPD", "elements": ["O", "C", "C", "C", "O", "H", "H", "H", "H", "H", "H", "C", "C", "H", "H", "H", "H"], "coordinates": [[-0.656, -0.600, 1.213], [-0.760, -0.082, 0.118], [0.181, 0.913, -0.380], [-0.552, 2.049, 0.567], [-1.732, 1.783, 1.323], [-1.697, -0.097, -0.468], [1.227, 0.762, -0.082], [0.146, 1.096, -1.467], [0.244, 2.325, 1.251], [-0.872, 2.839, -0.098], [-1.591, 1.032, 1.926], [1.222, -1.743, -1.227], [0.820, -2.300, -0.091], [2.191, -1.258, -1.314], [0.588, -1.725, -2.112], [1.408, -2.251, 0.822], [-0.166, -2.744, 0.018]], "nbo_charge": [-0.6129, 0.4648, -0.5352, -0.0527, -0.7144, 0.1306, 0.2345, 0.2245, 0.1794, 0.1938, 0.4891, -0.4393, -0.3500, 0.1931, 0.1919, 0.2028, 0.1998], "multiplicity": 1, "e_tot_ha": -346.887955, "e_above_lowest_kj_mol": 360.95, "total_charge": 0, "e_lumo_ev": 0.945}